# 1
Entry from OMol25: the molecule C4H12N2 (wB97M-V/def2-TZVPD).

Element x y z (Å)
1 C -2.27752 -0.33031 -1.07301
2 N -1.27518 -0.61081 -0.09958
3 C -0.11143 0.29940 -0.40077
4 C 0.94223 -0.29919 0.49580
5 C 2.35917 0.21894 0.13150
6 N 0.58227 0.19592 1.84490
7 H -2.31656 0.77486 -1.03386
8 H -2.17891 -0.49175 -2.14781
9 H -3.27296 -0.65390 -0.85170
10 H -0.96780 -1.56767 0.12928
11 H 0.06009 0.24142 -1.46766
12 H -0.40445 1.40613 -0.32866
13 H 0.87242 -1.32901 0.47689
14 H 2.96008 0.02612 0.90942
15 H 2.43800 1.28834 0.14640
16 H 2.55825 -0.33190 -0.66256
17 H -0.44580 -0.06415 2.05185
18 H 0.47810 1.22756 1.87957

Output
SMILES = CNC[C@@H](C)N
Maximum force = 6.02 eV/A
Electronic energy = -7320.8036 eV

# 2
Entry from OMol25: a cluster of 11 separate species, C58H53Cl4N9O18 in total (wB97M-V/def2-TZVPD).

Element x y z (Å)
1 O -0.11069 -5.08384 -7.09485
2 N -1.28119 -4.83249 -7.13064
3 O -2.06930 -5.34835 -7.88575
4 C -1.77990 -3.79585 -6.23240
5 C -3.14089 -3.69991 -6.04073
6 C -3.61094 -2.69339 -5.19428
7 C -2.72095 -2.03645 -4.37674
8 C -1.34766 -2.15610 -4.55631
9 C -0.87775 -3.01748 -5.55200
10 H -3.85491 -4.35444 -6.51753
11 H -4.68400 -2.58768 -5.08797
12 H -3.09960 -1.38287 -3.59405
13 H -0.69954 -1.58424 -3.90893
14 H 0.18524 -3.14909 -5.70707
15 O 0.83229 0.77967 7.64996
16 N 0.27596 0.11107 6.84426
17 O -0.20630 0.53163 5.84119
18 C 0.26996 -1.32615 7.06103
19 C 0.29265 -2.13500 5.95539
20 C 0.23570 -3.50908 6.13269
21 C 0.22312 -4.04619 7.41532
22 C 0.32671 -3.20539 8.49936
23 C 0.31617 -1.82790 8.34196
24 H 0.37619 -1.73130 4.95755
25 H 0.08425 -4.15348 5.27498
26 H 0.19493 -5.11758 7.56021
27 H 0.38730 -3.57307 9.51708
28 H 0.21900 -1.17914 9.19995
29 O 2.63270 -2.69945 -4.61386
30 N 3.56403 -1.98529 -4.31697
31 O 4.39256 -1.55173 -5.09248
32 C 3.69968 -1.61464 -2.91161
33 C 4.57410 -0.61368 -2.57407
34 C 4.77303 -0.32762 -1.23219
35 C 4.14168 -1.10009 -0.26591
36 C 3.18164 -2.02374 -0.63125
37 C 2.94773 -2.28117 -1.97526
38 H 5.08315 -0.02272 -3.32231
39 H 5.49267 0.40990 -0.90308
40 H 4.41198 -1.03402 0.78201
41 H 2.71427 -2.70585 0.06836
42 H 2.28007 -3.06983 -2.28962
43 O 7.06353 0.21167 1.34804
44 N 6.45823 0.74370 2.28333
45 O 5.28291 0.56461 2.53267
46 C 7.20600 1.65602 3.12604
47 C 8.58512 1.61669 3.07657
48 C 9.32778 2.39923 3.95082
49 C 8.67166 3.25792 4.80160
50 C 7.29944 3.34834 4.79336
51 C 6.55432 2.54978 3.94578
52 H 9.05338 0.94844 2.36216
53 H 10.40344 2.35177 3.86372
54 H 9.25449 3.93670 5.41276
55 H 6.80435 3.98740 5.51034
56 H 5.47138 2.57057 3.91000
57 O -3.77960 0.68761 1.04019
58 N -3.93026 1.85010 0.65224
59 O -4.55739 2.15971 -0.33413
60 C -3.27498 2.91924 1.39586
61 C -3.31832 4.20227 0.91052
62 C -2.53651 5.17072 1.51106
63 C -1.79846 4.86906 2.64312
64 C -1.83109 3.59548 3.17418
65 C -2.52561 2.59000 2.50565
66 H -3.83206 4.44212 -0.00789
67 H -2.61108 6.17898 1.13510
68 H -1.22297 5.64362 3.13932
69 H -1.25403 3.31788 4.04636
70 H -2.49838 1.60572 2.95102
71 O -7.62874 -3.28578 -1.43619
72 N -6.68698 -3.47364 -2.14421
73 O -6.74012 -3.66028 -3.34315
74 C -5.37342 -3.43927 -1.52574
75 C -4.32292 -4.07622 -2.13773
76 C -3.05831 -4.04240 -1.56529
77 C -2.87577 -3.36780 -0.36843
78 C -3.92716 -2.64997 0.21053
79 C -5.18606 -2.70555 -0.37534
80 H -4.43850 -4.66093 -3.04160
81 H -2.24046 -4.61660 -1.97918
82 H -1.92604 -3.33043 0.16221
83 H -3.74048 -2.00135 1.05208
84 H -6.00404 -2.13420 0.04726
85 O -6.84691 -0.04003 -6.16360
86 N -7.78786 0.18828 -5.41855
87 O -8.89893 0.48870 -5.77657
88 C -7.53997 0.12712 -3.98435
89 C -8.56233 0.36207 -3.10265
90 C -8.28959 0.36690 -1.73866
91 C -6.99269 0.24455 -1.29262
92 C -5.96610 0.09659 -2.20903
93 C -6.26363 -0.10191 -3.53769
94 H -9.58423 0.49368 -3.42988
95 H -9.10135 0.57203 -1.05269
96 H -6.70600 0.42391 -0.26318
97 H -4.94774 -0.03732 -1.86835
98 H -5.45805 -0.30578 -4.22514
99 O 1.67104 5.57062 -1.97879
100 N 1.21103 5.74809 -3.07329
101 O 1.00079 6.83671 -3.55007
102 C 0.77927 4.57328 -3.83801
103 C 0.62998 3.37960 -3.16679
104 C 0.20118 2.28720 -3.88257
105 C -0.07075 2.36327 -5.24508
106 C 0.04974 3.58786 -5.88179
107 C 0.47849 4.70902 -5.17983
108 H 0.86497 3.32346 -2.11671
109 H 0.12415 1.31651 -3.41269
110 H -0.44314 1.51973 -5.80896
111 H -0.15194 3.67938 -6.94281
112 H 0.61456 5.64994 -5.69450
113 O -1.84921 -0.66520 -1.25735
114 N -0.66814 -0.53067 -1.10318
115 O 0.17142 -0.71158 -1.97809
116 C -0.14417 -0.16182 0.19521
117 C -0.89712 -0.35228 1.34330
118 C -0.33919 -0.06364 2.55808
119 C 0.96833 0.40164 2.62023
120 C 1.75392 0.49486 1.46407
121 C 1.14482 0.33120 0.24967
122 H -1.90031 -0.74766 1.30013
123 H -0.90309 -0.19142 3.47255
124 H 1.41915 0.57509 3.59187
125 H 2.75511 0.87935 1.61553
126 H 1.72166 0.46103 -0.66194
127 Cl 3.25415 3.71479 2.57806
128 C 2.91701 3.67862 0.81553
129 C 4.06626 2.94415 0.15518
130 Cl 3.87681 2.85619 -1.61328
131 H 2.91019 4.71789 0.50436
132 H 1.93832 3.24314 0.64570
133 H 4.20919 1.91402 0.48682
134 H 5.01080 3.42009 0.43149
135 Cl 3.65941 -0.55061 5.41196
136 C 4.08813 -2.23687 5.13284
137 C 4.03321 -2.63457 3.68148
138 Cl 2.34926 -2.49520 3.08260
139 H 3.39414 -2.86935 5.67859
140 H 5.10070 -2.37689 5.50252
141 H 4.34187 -3.66771 3.54872
142 H 4.66196 -2.00699 3.05373

Output
SMILES = O=[N+]([O-])c1ccccc1.O=[N+]([O-])c1ccccc1.O=[N+]([O-])c1ccccc1.O=[N+]([O-])c1ccccc1.O=[N+]([O-])c1ccccc1.O=[N+]([O-])c1ccccc1.O=[N+]([O-])c1ccccc1.O=[N+]([O-])c1ccccc1.O=[N+]([O-])c1ccccc1.ClCCCl.ClCCCl
Maximum force = 2.56 eV/A
Electronic energy = -161337.6266 eV